Entry 1:
The following is a quantum chemistry calculation of a single C2H4F2N2OS molecule at a distorted geometry, from OMol25.

The geometry in XYZ format:
```
12
Properties=species:S:1:pos:R:3
O 1.01046 1.91065 -0.23203
N -0.21982 1.28200 -0.08800
C -0.08304 0.00489 -0.12538
N -1.17289 -0.83422 -0.04500
S -2.76366 -0.29133 0.06806
C 1.26918 -0.66700 -0.23931
F 1.94811 -0.52145 0.93169
F 1.10017 -1.99965 -0.45085
H 0.77664 2.85553 -0.23606
H -0.97943 -1.78670 0.17032
H -2.72193 0.26346 1.30342
H 1.83621 -0.21618 -1.05686
```

Summary:
SMILES string: O/N=C(/NS)C(F)F
Largest force on an atom in eV/Å: 1.1
HOMO energy in eV: -8.961
HOMO-LUMO gap in eV: 9.8
Molecular weight in g/mol: 142.1

Entry 2:
The following is a quantum chemistry calculation of 2 unconnected molecules or ions with the total composition C2H2ClNO at a distorted geometry, from OMol25.

The geometry in XYZ format:
```
7
Properties=species:S:1:pos:R:3
C -1.48930 -0.47238 -0.34475
C 2.05360 -0.52768 -0.52231
N -1.14179 0.48246 0.29089
O 2.48618 -0.95329 0.43922
Cl 0.64257 1.44473 0.24236
H -0.92180 -1.00426 -1.08716
H -1.62946 1.03041 0.98175
```

Summary:
Largest force on an atom in eV/Å: 1.7
HOMO energy in eV: -9.455
HOMO-LUMO gap in eV: 8.8
Molecular weight in g/mol: 91.5

Entry 3:
The following is a quantum chemistry calculation of 3 unconnected molecules or ions with the total composition C16H33BrIN4 at a distorted geometry, from OMol25.

The geometry in XYZ format:
```
55
Properties=species:S:1:pos:R:3
Br -0.77734 -2.49983 4.31373
C -2.21018 -1.21187 4.36985
C -3.62404 -1.59993 4.25264
C -4.61551 -0.51157 4.35101
I -6.71472 -0.84240 4.26732
C -4.03242 0.86494 4.51292
N -2.73348 1.13588 4.57852
N -1.92687 0.10773 4.52334
H -3.93231 -2.65632 4.09648
H -4.74352 1.72533 4.55604
H -0.92232 0.32233 4.60014
C -0.09069 0.16978 1.67475
C 0.92721 1.07032 0.98734
N 0.36523 1.88759 -0.07292
C 1.38030 2.54297 -0.89031
C 2.27140 3.58997 -0.21857
C -0.77229 2.72000 0.29175
C -0.57577 3.74469 1.41264
H -0.59503 -0.47979 0.95545
H 0.41523 -0.46803 2.40585
H -0.84711 0.74630 2.21457
H 1.69202 0.41678 0.55592
H 1.43170 1.67961 1.75100
H 0.89892 2.99905 -1.76114
H 2.02968 1.76473 -1.30640
H 1.74346 4.53034 -0.06229
H 3.12498 3.81213 -0.86357
H 2.66897 3.24860 0.73857
H -1.60158 2.06191 0.57516
H -1.13741 3.23841 -0.59940
H -0.02167 3.33840 2.26173
H -1.55091 4.07094 1.78734
H -0.06121 4.63671 1.05879
C 2.84748 -2.49987 -1.02900
C 2.40146 -2.50632 -2.48534
N 1.01280 -2.89728 -2.67458
C 0.67296 -3.15178 -4.06963
C 0.73245 -1.97418 -5.04554
C 0.02764 -2.13640 -1.92139
C -0.03174 -0.62348 -2.14774
H 2.68645 -3.47430 -0.56245
H 3.91393 -2.27189 -0.97130
H 2.32280 -1.74099 -0.44286
H 3.03917 -3.22255 -3.01213
H 2.61211 -1.51996 -2.92232
H -0.32562 -3.59811 -4.11945
H 1.34565 -3.93200 -4.44140
H -0.12017 -1.30591 -4.92578
H 0.69772 -2.34740 -6.07230
H 1.64985 -1.39275 -4.94309
H 0.20267 -2.31288 -0.85385
H -0.96620 -2.55890 -2.10108
H 0.95744 -0.16482 -2.18836
H -0.57348 -0.15052 -1.32563
H -0.56803 -0.37344 -3.06299
```

Summary:
Largest force on an atom in eV/Å: 3.1
HOMO energy in eV: -9.679
HOMO-LUMO gap in eV: 4.3
Net charge: +1
Molecular weight in g/mol: 488.3

- Look up the HOMO-LUMO gap of the first one.
  9.8 eV